The following is a quantum chemistry calculation of one molecule with the formula C23H28N2O5S, from the Open Molecules 2025 dataset.

```
59
C23H28N2O5S | the Open Molecules 2025 dataset | ωB97M-V with the def2-TZVPD basis set
C -0.59022 4.42475 -2.10355
O 0.42287 3.46946 -2.33294
C 0.87367 2.74287 -1.28398
C 1.91466 1.84763 -1.54981
C 2.43582 1.05956 -0.54795
C 1.93442 1.13365 0.75300
O 2.39430 0.27548 1.72345
C 3.63095 0.64457 2.31717
C 0.91663 2.03720 1.01554
S 0.28972 2.31906 2.68821
O -0.46467 3.53748 2.61181
O 1.39157 2.25920 3.60180
N -0.77199 1.13113 3.09118
C -2.09188 1.16306 2.49975
C -2.44426 -0.16209 1.82029
C -1.18002 -0.81398 1.25874
C -1.56461 -2.06562 0.47227
O -2.62536 -2.63040 0.67337
N -0.66987 -2.55018 -0.41770
C 0.58081 -1.96180 -0.83037
C 0.40258 -1.32989 -2.21104
C -0.17068 -2.33479 -3.17294
C -0.02236 -2.15796 -4.54343
C -0.54229 -3.07395 -5.43743
C -1.21905 -4.18678 -4.96501
C -1.37349 -4.36925 -3.60443
C -0.85747 -3.44887 -2.69945
C -1.03781 -3.69561 -1.22486
C -0.26786 -1.21435 2.43090
C -0.29774 -0.14756 3.54501
C 0.38541 2.83107 0.01557
H -0.76656 4.89970 -3.06707
H -0.27229 5.17804 -1.37755
H -1.51395 3.95259 -1.75646
H 2.30120 1.79602 -2.55527
H 3.23728 0.36763 -0.76021
H 3.93136 -0.20512 2.92694
H 3.49418 1.52469 2.94993
H 4.39128 0.84205 1.55560
H -2.09772 1.98812 1.78592
H -2.82624 1.39503 3.28108
H -2.89966 -0.85197 2.53093
H -3.16759 0.00830 1.02253
H -0.67396 -0.09191 0.61073
H 0.93549 -1.22892 -0.11040
H 1.32298 -2.76653 -0.89271
H 1.35850 -0.95700 -2.58182
H -0.27576 -0.47431 -2.13108
H 0.50975 -1.28996 -4.90609
H -0.41857 -2.92341 -6.49939
H -1.62676 -4.90861 -5.65660
H -1.90264 -5.23359 -3.23007
H -2.08266 -3.92871 -1.00225
H -0.42789 -4.56080 -0.92656
H -0.61827 -2.16401 2.83970
H 0.75363 -1.35289 2.08071
H 0.70114 0.02416 3.94477
H -0.95028 -0.47141 4.36272
H -0.38364 3.52866 0.30283
```

Its SMILES is COc1ccc(OC)c(S(=O)(=O)N2CCC(C(=O)N3CCc4ccccc4C3)CC2)c1. The calculation puts the HOMO-LUMO gap at 9.43 eV. The spin multiplicity is 1. For the energy above the lowest of the compared OMol25 structures with the same formula, charge and spin, the calculation gives 150.67 kJ/mol. The calculation puts the calculated total energy at -48358.0969 eV.